The following is a quantum chemistry calculation of 2 unconnected molecules or ions with the total composition C2H2O3, from the Open Molecules 2025 dataset.

Output
- Energy above the lowest of the compared OMol25 structures with the same formula, charge and spin: 101.7 kcal per mole
- F_max: 3.961 eV/Å
- Total charge: 0

Structure (XYZ):
```
7
Properties=species:S:1:pos:R:3:mulliken_charge:R:1
C -2.65705 -0.23438 -0.51826 0.111
C 0.94130 -0.06507 -0.05558 0.055
O -2.11175 -0.57896 0.40585 -0.113
O 1.56045 1.08747 0.12651 -0.272
O 0.13209 1.07695 -0.06495 -0.232
H 1.19621 -0.73679 -0.84515 0.276
H 0.93875 -0.54921 0.95158 0.174
```